19
Properties=species:S:1:pos:R:3:lowdin_charge:R:1 method="wB97M-V/def2-TZVPD" lumo_ev=0.5 e_above_lowest_kj_mol=0.0 e_homo_ha=-0.343 smiles=C[C@@]1(CI)OCC[C@@H]1F fmax_ev_per_a=3.5 gap_ha=0.3611 total_energy_ev=-19248.5263
C 1.363 1.133 -0.488 -0.110
C 1.669 0.503 0.853 -0.197
C -0.109 0.866 -0.706 -0.295
C -0.265 -0.424 0.070 -0.535
C -0.437 -1.627 -0.843 -0.053
C -1.533 -0.310 1.075 -0.460
O 0.867 -0.640 0.957 -0.085
F -0.734 1.933 -0.079 -0.020
I -3.404 -0.184 -0.084 0.762
H 1.438 2.159 -0.387 0.098
H 1.944 0.752 -1.324 0.128
H 2.804 0.150 0.936 0.169
H 1.327 1.320 1.533 0.130
H -0.242 0.735 -1.731 0.138
H -0.884 -2.533 -0.251 0.132
H 0.440 -1.871 -1.397 0.082
H -1.201 -1.421 -1.526 0.007
H -1.439 0.636 1.754 0.099
H -1.605 -1.178 1.642 0.010

100
Properties=species:S:1:pos:R:3:lowdin_charge:R:1 method="wB97M-V/def2-TZVPD" lumo_ev="2.6 / 2.5" e_above_lowest_kj_mol=0.0 e_homo_ha="-0.027 / -0.045" total_charge=-1 fmax_ev_per_a=2.5 gap_ha="0.1217 / 0.1366" total_energy_ev=-149456.6032
Lu -0.490 -0.197 0.581 1.540
N 0.468 -3.562 2.280 0.090
N 0.115 -2.099 -1.090 -0.179
C 0.642 1.841 -0.427 -0.312
C 1.703 0.926 -0.152 -0.300
C 1.731 0.694 1.257 -0.320
C 2.622 -0.250 1.981 -0.050
H 3.493 -0.521 1.368 0.076
H 2.099 -1.184 2.242 0.058
H 2.976 0.188 2.924 0.077
C 0.759 1.559 1.858 -0.323
C 0.679 1.884 3.297 -0.046
H 1.544 2.498 3.621 0.094
H 0.681 0.977 3.911 0.050
H -0.230 2.449 3.538 0.075
C 0.011 2.195 0.810 -0.331
C -1.199 3.042 0.989 -0.054
H -1.957 2.549 1.621 0.071
H -1.674 3.259 0.023 0.067
H -0.955 4.002 1.465 0.083
C 2.712 0.450 -1.135 -0.036
H 3.618 1.081 -1.136 0.088
H 2.311 0.467 -2.154 0.048
H 3.029 -0.578 -0.919 0.075
C 0.371 2.477 -1.737 -0.034
H -0.694 2.707 -1.853 0.067
H 0.651 1.813 -2.563 0.062
H 0.934 3.417 -1.853 0.091
C -0.096 -4.362 3.182 -0.176
H 0.483 -4.603 4.075 0.097
C -1.385 -4.885 3.030 -0.118
H -1.789 -5.544 3.794 0.086
C -2.130 -4.522 1.908 -0.097
H -3.142 -4.903 1.763 0.097
C -1.570 -3.651 0.975 -0.048
H -2.111 -3.299 0.095 0.091
C -0.236 -3.203 1.181 -0.320
C 0.499 -2.312 0.270 -0.281
H 1.586 -2.363 0.392 0.094
C -0.611 -0.997 -1.564 -0.218
C 0.567 -2.892 -2.160 -0.047
H 1.182 -3.760 -2.016 0.114
C 0.101 -2.311 -3.270 -0.103
H 0.113 -2.668 -4.285 0.102
N -0.469 -1.090 -2.909 -0.050
C -0.635 -0.007 -3.810 -0.148
C 0.381 0.283 -4.756 -0.208
C 0.184 1.352 -5.636 -0.031
H 0.948 1.567 -6.389 0.110
C -0.936 2.171 -5.553 -0.295
C -1.109 3.304 -6.521 -0.075
H -1.646 4.132 -6.045 0.072
H -1.675 3.002 -7.415 0.077
H -0.129 3.662 -6.859 0.070
C -1.912 1.887 -4.589 -0.018
H -2.790 2.536 -4.518 0.115
C -1.780 0.804 -3.709 -0.223
C -2.839 0.525 -2.693 -0.081
H -3.052 -0.544 -2.583 0.071
H -3.763 1.030 -3.010 0.072
H -2.590 0.943 -1.700 0.051
C 1.675 -0.455 -4.874 -0.061
H 1.548 -1.481 -5.237 0.066
H 2.271 -0.476 -3.950 0.070
H 2.291 0.070 -5.617 0.073
O -1.593 -0.371 2.308 -0.632
As -2.349 -0.533 3.872 1.257
C -4.218 -0.822 3.640 -0.324
C -5.001 -1.031 4.786 -0.114
C -6.395 -0.993 4.695 -0.085
C -7.005 -0.720 3.464 -0.094
C -6.220 -0.539 2.317 -0.086
C -4.822 -0.607 2.394 -0.085
C -1.577 -1.934 4.927 -0.318
C -0.219 -1.828 5.250 -0.141
C 0.302 -2.585 6.306 -0.096
C -0.541 -3.415 7.053 -0.115
C -1.876 -3.583 6.676 -0.100
C -2.391 -2.864 5.592 -0.124
C -2.263 1.058 4.968 -0.335
C -1.257 1.238 5.931 -0.144
C -1.336 2.316 6.821 -0.113
C -2.412 3.207 6.742 -0.149
C -3.412 3.031 5.780 -0.120
C -3.341 1.949 4.898 -0.142
H -4.526 -1.214 5.749 0.103
H -6.990 -1.176 5.592 0.101
H -8.092 -0.653 3.400 0.097
H -6.699 -0.340 1.357 0.099
H -4.199 -0.478 1.507 0.090
H 0.417 -1.135 4.694 0.092
H 1.365 -2.511 6.544 0.103
H -0.146 -3.943 7.923 0.091
H -2.524 -4.268 7.225 0.096
H -3.419 -3.016 5.273 0.089
H -0.411 0.546 5.992 0.079
H -0.552 2.445 7.573 0.095
H -2.474 4.043 7.443 0.081
H -4.255 3.720 5.721 0.091
H -4.145 1.770 4.183 0.092

18
Properties=species:S:1:pos:R:3:lowdin_charge:R:1 method="wB97M-V/def2-TZVPD" lumo_ev="0.9 / -2.4" e_above_lowest_kj_mol=143.7 e_homo_ha="-0.180 / -0.328" multiplicity=3 fmax_ev_per_a=10.4 s2=2.0093 gap_ha="0.2130 / 0.2410" total_energy_ev=-15736.3323
C 1.461 2.116 0.026 -0.147
C 2.115 -1.389 0.194 -0.125
C -3.254 0.665 0.285 -0.160
C 1.312 -0.188 -0.237 -0.388
N 1.599 0.959 0.503 -0.092
O -1.899 0.576 -0.075 -0.374
Si -0.895 -0.634 0.302 0.695
H 1.662 2.964 0.665 0.041
H 1.136 2.333 -1.000 0.056
H 2.125 -1.455 1.279 0.073
H 3.147 -1.295 -0.148 0.081
H 1.695 -2.302 -0.217 0.061
H -3.378 1.442 1.041 0.087
H -3.630 -0.278 0.687 0.073
H -3.834 0.927 -0.602 0.086
H 1.303 -0.044 -1.328 0.112
H -1.229 -1.840 -0.460 -0.046
H -0.842 -0.863 1.746 -0.031